1.
{"formula": "C3H10N4", "method": "ωB97M-V with the def2-TZVPD basis set", "smiles": "C/N=N\\[C@H](N)CN", "gap_ev": 9.2059, "homo_ha": -0.3102, "relative_energy_kcal_mol": 69.7, "species": ["C", "C", "C", "N", "N", "N", "N", "H", "H", "H", "H", "H", "H", "H", "H", "H", "H"], "xyz": [[0.45718, 1.12571, 0.15515], [0.37087, 0.14877, 1.75561], [-1.05271, -0.79971, -1.53382], [1.42242, 0.54256, -0.72998], [-0.35313, -1.02796, 1.61515], [-0.90477, 1.10620, -0.09085], [-1.58675, 0.16718, -0.57694], [0.73656, 2.12904, 0.49672], [2.35371, 0.88326, -0.54649], [1.20688, 0.62886, -1.71456], [0.17129, -1.72138, 1.08988], [-1.24478, -0.85664, 1.06679], [-0.12304, 0.85613, 2.41551], [1.42279, -0.00838, 1.98446], [-1.11197, -0.36886, -2.53714], [-1.73020, -1.65457, -1.50619], [-0.03437, -1.15020, -1.34331]], "forces_ev_per_angstrom": [[0.7, -0.6, 1.7], [0.1, 1.7, -1.9], [0.5, -0.8, 0.1], [0.2, -0.7, -0.2], [-1.1, -0.6, -1.0], [-1.3, -0.8, 0.5], [0.1, 1.5, -0.5], [-0.1, -0.1, -0.1], [0.0, 0.1, -0.1], [0.0, 0.2, 0.1], [0.0, 0.0, 0.1], [1.0, -0.2, 1.1], [0.2, 0.0, 0.1], [-0.1, 0.0, 0.0], [0.0, 0.0, 0.1], [0.0, 0.0, -0.1], [-0.1, 0.1, -0.1]]}


2.
{"formula": "C3H10N4", "method": "ωB97M-V with the def2-TZVPD basis set", "gap_ev": 10.3251, "homo_ha": -0.6549, "relative_energy_kcal_mol": 116.2, "total_charge": 2, "species": ["C", "C", "C", "N", "N", "N", "N", "H", "H", "H", "H", "H", "H", "H", "H", "H", "H"], "xyz": [[-1.50542, -0.51482, -1.47154], [0.76913, 0.62751, 0.30211], [-2.19563, -1.37383, -2.04715], [0.51712, 1.86593, 0.44390], [-2.71256, -2.43343, -2.49787], [1.86255, 0.15449, 1.34601], [2.03648, 1.22443, 2.34598], [-0.42575, -0.23877, -1.80042], [-1.95779, 0.11262, -0.65564], [0.07250, 2.44479, -0.22675], [1.04355, 2.28842, 1.13544], [-3.35079, -2.48068, -3.20547], [-2.60795, -3.36175, -2.01420], [1.66419, -0.79997, 1.71984], [2.69348, -0.08715, 0.87113], [2.88194, 1.19469, 2.84944], [1.21495, 1.37752, 2.90519]], "forces_ev_per_angstrom": [[2.5, 3.6, 1.4], [0.1, -2.0, -1.4], [-1.1, -3.1, -1.4], [0.6, -1.5, -0.2], [1.7, -0.9, 3.1], [-2.5, 1.6, 2.4], [-0.2, -0.7, -1.8], [-2.1, -0.7, 0.5], [0.4, -0.8, -0.9], [-0.9, 0.2, -0.7], [1.4, 2.1, 1.9], [-2.1, 0.4, -2.7], [0.2, 1.2, -0.3], [-0.9, 0.8, 0.2], [1.8, 0.7, -1.2], [1.2, -0.4, 0.7], [-0.2, -0.7, 0.4]]}


3.
{"formula": "C3H10N4O", "method": "ωB97M-V with the def2-TZVPD basis set", "gap_ev": 8.0001, "homo_ha": -0.2670, "relative_energy_kcal_mol": 141.5, "species": ["C", "C", "O", "N", "H", "H", "H", "H", "H", "N", "N", "C", "N", "H", "H", "H", "H", "H"], "xyz": [[-0.18416, -2.05523, -0.77928], [0.27913, -1.04706, 0.25211], [2.22207, -0.17440, 1.17706], [1.54086, -0.44333, -0.06664], [3.14054, -0.37413, 1.37889], [0.22955, -1.46190, 1.26543], [0.38191, -2.97957, -0.66173], [-1.24576, -2.27778, -0.65901], [-0.00415, -1.67486, -1.78495], [-1.95328, 0.28090, 0.39821], [-0.09614, 2.34299, -0.59833], [0.34291, 1.21658, 0.03535], [-0.56247, 0.18302, 0.21873], [-2.15436, 1.00685, 1.08067], [-2.43267, 0.48267, -0.47306], [0.25534, 3.23933, -0.30633], [-0.81552, 2.28433, -1.30220], [1.05619, 1.45155, 0.82509]], "forces_ev_per_angstrom": [[0.1, 0.0, 0.0], [-1.1, 0.3, 0.7], [-1.8, 0.9, 1.6], [1.2, 0.5, -0.5], [0.1, -0.7, -1.7], [0.3, -0.1, -0.1], [0.0, 0.0, 0.0], [0.0, 0.0, 0.0], [0.0, 0.1, 0.0], [0.5, 0.1, 0.1], [0.2, -0.7, -0.1], [0.0, -0.1, 1.1], [0.3, -0.3, -0.9], [-0.1, -0.1, -0.1], [0.1, 0.0, 0.1], [0.0, -0.1, -0.3], [0.1, 0.2, 0.1], [0.1, 0.2, 0.0]]}


4.
{"formula": "C3H10N4O", "method": "ωB97M-V with the def2-TZVPD basis set", "smiles": "C=C(N)N.CNN=O", "gap_ev": [6.4168, 6.4114], "homo_ha": [-0.2445, -0.2444], "relative_energy_kcal_mol": 138.6, "species": ["C", "C", "C", "N", "N", "N", "N", "O", "H", "H", "H", "H", "H", "H", "H", "H", "H", "H"], "xyz": [[0.81506, -0.43124, -1.09633], [1.04153, 0.76794, -0.45028], [-0.70057, 0.96970, 2.16974], [-0.89823, 0.81953, 0.75318], [1.46504, -1.62641, -0.74032], [0.13147, -0.46194, -2.31920], [-1.04407, -0.69390, 0.30053], [-1.94398, -0.88355, -0.48040], [-1.61561, 1.39619, 0.31607], [0.82202, -2.40233, -0.62945], [2.04377, -1.54021, 0.08239], [-0.00450, -1.40502, -2.66040], [-0.78269, -0.01463, -2.28989], [1.72579, 0.81539, 0.38305], [0.83585, 1.69295, -0.96410], [-1.18460, 0.15051, 2.71520], [0.37277, 0.91928, 2.37708], [-1.07904, 1.92774, 2.53314]], "forces_ev_per_angstrom": [[2.0, 2.4, 0.4], [1.6, -2.5, -2.5], [0.0, -0.7, 0.1], [-2.4, -1.2, -0.2], [-0.2, -0.3, -0.2], [-0.5, -0.3, -0.3], [-2.0, 2.1, 0.2], [2.0, 0.9, 1.6], [-0.2, -0.5, 0.3], [0.0, 0.0, 0.1], [-0.1, 0.1, 0.0], [0.1, 0.0, 0.0], [0.3, 0.0, 0.0], [-0.3, -0.1, 0.3], [-0.4, 0.0, 0.1], [0.0, 0.2, 0.2], [0.0, 0.1, 0.2], [0.0, -0.1, -0.2]]}


5.
{"formula": "C3H10N4O", "method": "ωB97M-V with the def2-TZVPD basis set", "smiles": "CO/C(N)=C(\\N)NN", "gap_ev": 7.6328, "homo_ha": -0.2463, "relative_energy_kcal_mol": 77.5, "species": ["C", "N", "C", "C", "N", "N", "N", "O", "H", "H", "H", "H", "H", "H", "H", "H", "H", "H"], "xyz": [[-0.22604, -2.23565, -1.17548], [0.62092, 1.22432, 1.28912], [0.39660, 0.45696, 0.14465], [-0.71595, -0.32846, 0.04834], [0.83508, 2.61597, 1.11878], [1.29863, 0.53379, -0.89893], [-1.69662, -0.42932, 1.01322], [-1.00233, -1.03897, -1.10221], [-0.11636, 1.03407, 1.97338], [0.02269, 3.02854, 0.65142], [1.63717, 2.79514, 0.51817], [1.86770, 1.36508, -0.83635], [0.83608, 0.41474, -1.79629], [-1.30845, -0.58138, 1.93809], [-2.34131, -1.17428, 0.76107], [-0.74649, -2.92947, -1.84246], [0.75846, -2.03026, -1.60607], [-0.11977, -2.72082, -0.19844]], "forces_ev_per_angstrom": [[-0.1, -0.5, -0.5], [0.6, -0.6, 0.7], [-2.9, -1.1, -0.3], [2.0, 1.3, -1.0], [-0.7, 0.5, -0.1], [0.7, 0.0, -0.5], [-0.9, -0.3, 1.2], [0.5, -0.3, 0.2], [0.7, 0.7, -0.3], [0.2, 0.0, -0.1], [-0.1, -0.3, 0.4], [0.0, -0.1, -0.4], [0.3, 0.3, 0.2], [-0.4, -0.3, 0.0], [0.1, 0.3, 0.3], [0.0, 0.1, 0.0], [0.0, 0.0, 0.2], [0.0, 0.2, -0.1]]}


6.
{"formula": "C3H10N4O", "method": "ωB97M-V with the def2-TZVPD basis set", "smiles": "C/N=C(\\N)N(N)OC", "gap_ev": 10.1940, "homo_ha": -0.3390, "relative_energy_kcal_mol": 90.6, "species": ["C", "C", "N", "C", "N", "N", "O", "N", "H", "H", "H", "H", "H", "H", "H", "H", "H", "H"], "xyz": [[-2.03201, 0.28866, -0.71898], [1.91157, -1.09635, -0.94305], [-0.42580, 0.90122, 1.05117], [0.49023, -0.10857, 0.65772], [-0.12245, 2.12438, 0.52001], [0.65164, -1.05281, 1.62993], [-1.79830, 0.37808, 0.65574], [0.98627, -0.07969, -0.51721], [-0.78275, 2.81705, 0.84913], [-0.02789, 2.12937, -0.49774], [-0.01021, -1.00847, 2.38733], [0.97149, -1.96885, 1.36453], [-2.24152, 1.27113, -1.16670], [-2.89357, -0.37293, -0.83637], [-1.15229, -0.14791, -1.23397], [2.32089, -0.78856, -1.90594], [2.73850, -1.21733, -0.23401], [1.41621, -2.06842, -1.06160]], "forces_ev_per_angstrom": [[0.6, -0.1, -0.9], [0.0, 0.0, 0.1], [-1.2, 0.2, 0.3], [0.2, -0.6, -1.2], [-0.1, 0.2, -0.5], [0.1, -0.1, 0.0], [0.8, 0.2, 1.1], [-0.1, 0.5, 0.7], [0.1, -0.1, 0.0], [0.0, -0.1, 0.2], [0.0, 0.0, 0.0], [0.0, 0.0, 0.0], [-0.1, -0.2, 0.0], [0.1, 0.2, 0.0], [-0.6, 0.1, 0.1], [0.0, -0.2, 0.1], [0.0, -0.1, 0.0], [0.1, 0.0, 0.0]]}


7.
{"formula": "C3H10N4O", "method": "ωB97M-V with the def2-TZVPD basis set", "smiles": "N/C=C\\N.NNC=O", "gap_ev": 8.5163, "homo_ha": -0.2851, "relative_energy_kcal_mol": 86.8, "species": ["N", "N", "C", "O", "H", "H", "H", "H", "N", "N", "C", "C", "H", "H", "H", "H", "H", "H"], "xyz": [[0.47231, 0.08289, -1.39717], [-0.01559, -1.12232, -1.97286], [-0.51444, 1.01222, -0.85120], [-1.70163, 0.88251, -1.17408], [1.24496, 0.48871, -1.91046], [-0.86673, -0.87749, -2.48544], [-0.33495, -1.68706, -1.18286], [-0.03980, 2.00545, -0.74395], [-1.07998, -0.93949, 0.89904], [1.74836, -0.26481, 0.98699], [-0.54621, 0.36853, 1.17778], [0.78712, 0.46809, 1.57430], [-1.16804, -1.50014, 1.73591], [-1.98155, -0.82053, 0.43981], [1.42334, -0.53424, -0.02279], [2.69612, 0.07193, 1.07313], [-1.22340, 1.09215, 1.62310], [1.10011, 1.27361, 2.23076]], "forces_ev_per_angstrom": [[-0.7, -0.1, 0.8], [-0.1, 0.4, -0.1], [0.4, 0.1, -2.8], [0.5, -0.1, 0.8], [-0.3, 0.1, 0.0], [0.1, -0.1, 0.1], [0.1, 0.1, -0.2], [-0.2, -0.2, 0.5], [-0.1, 0.4, -0.8], [-0.3, -0.8, -1.2], [0.9, -0.5, 2.1], [-1.0, 0.5, -1.1], [-0.1, 0.1, 0.0], [0.2, -0.2, 0.1], [0.7, 0.4, 1.8], [-0.1, -0.1, 0.0], [0.0, 0.0, 0.1], [0.0, 0.1, -0.1]]}


8.
{"formula": "C3H10NO", "method": "ωB97M-V with the def2-TZVPD basis set", "gap_ev": [3.9134, 11.3588], "homo_ha": [-0.1127, -0.3985], "relative_energy_kcal_mol": 84.9, "multiplicity": 2, "species": ["O", "C", "C", "N", "C", "H", "H", "H", "H", "H", "H", "H", "H", "H", "H"], "xyz": [[0.51974, 1.73694, 0.90909], [-0.84561, 1.31642, 0.43484], [-0.89251, -0.04615, -0.33246], [0.39180, -0.39941, -0.77220], [1.00321, -1.60645, -0.18499], [0.55713, 2.11334, 1.84529], [-1.05933, 2.10535, -0.18820], [-1.51823, 1.53417, 1.27206], [-1.43947, -0.80461, 0.36609], [-1.53601, -0.02798, -1.22312], [0.28286, -0.40758, -1.74463], [1.02295, 0.33458, -0.41848], [0.33849, -2.39920, -0.45861], [2.01338, -1.60387, -0.37002], [1.16158, -1.84553, 0.86532]], "forces_ev_per_angstrom": [[-0.2, -0.5, 0.8], [1.2, 0.3, 1.7], [-4.3, 0.5, 4.0], [2.5, 0.0, 4.8], [-1.6, -1.2, 0.8], [-0.6, -1.0, -1.7], [-0.7, 1.5, -2.1], [-0.2, -1.2, -0.1], [1.6, 0.9, -1.3], [0.0, 0.5, -0.1], [0.8, -0.5, -3.8], [0.1, 0.6, -0.7], [0.4, -1.0, -1.0], [2.3, -0.5, -2.1], [-1.3, 1.6, 0.9]]}


9.
{"formula": "C3H10NO", "method": "ωB97M-V with the def2-TZVPD basis set", "smiles": "[NH3+]CCCO", "gap_ev": 9.7451, "homo_ha": -0.5076, "relative_energy_kcal_mol": 39.7, "total_charge": 1, "species": ["C", "C", "C", "O", "N", "H", "H", "H", "H", "H", "H", "H", "H", "H", "H"], "xyz": [[-0.37730, -0.88616, 0.36658], [0.15251, 0.33605, -0.59439], [0.22478, 1.57411, 0.37637], [0.95030, 2.77933, -0.21480], [-0.28598, -2.27363, -0.32765], [0.38654, -0.86537, 1.18627], [-1.48395, -0.67372, 0.62089], [-0.55949, 0.62156, -1.33565], [1.18358, 0.21733, -0.86942], [0.74334, 1.38296, 1.28961], [-0.82517, 2.02526, 0.58908], [0.68407, 3.50630, 0.39288], [0.59654, -2.86048, -0.05083], [-1.16057, -2.76281, -0.12703], [-0.22921, -2.12073, -1.30191]], "forces_ev_per_angstrom": [[0.7, 2.1, -1.0], [-0.6, 0.3, 3.4], [-1.4, 3.0, -1.2], [-1.2, -1.8, 0.9], [1.3, -0.2, 2.1], [-1.4, -0.4, -0.3], [2.1, -0.6, 0.0], [-0.1, -0.3, -1.0], [0.3, -0.5, -0.8], [0.2, -0.6, 0.7], [1.5, -1.4, -0.1], [0.4, -0.6, -0.7], [-2.2, 1.3, -0.4], [0.4, -0.5, 0.0], [0.0, 0.1, -1.6]]}


10.
{"formula": "C3H10NO", "method": "ωB97M-V with the def2-TZVPD basis set", "gap_ev": 10.2264, "homo_ha": -0.5102, "relative_energy_kcal_mol": 41.6, "total_charge": 1, "species": ["C", "N", "H", "H", "H", "H", "H", "H", "O", "C", "C", "H", "H", "H", "H"], "xyz": [[0.54634, -2.44025, 1.62553], [-0.03140, -1.02144, 1.74122], [1.33597, -2.79298, 2.42192], [-0.14305, -3.29717, 1.73339], [1.00021, -2.67233, 0.73085], [0.18606, -0.16212, 1.17118], [0.11553, -0.61694, 2.69945], [-1.08624, -1.00773, 1.82044], [-0.01803, 1.67038, -0.10734], [-0.36849, 1.79258, -1.30561], [-0.15953, 0.70766, -2.35027], [-0.79983, 2.83198, -1.73815], [-1.05463, 0.53553, -2.97204], [0.13614, -0.31650, -1.84825], [0.56399, 0.92531, -3.16653]], "forces_ev_per_angstrom": [[0.8, -1.6, 2.9], [-1.7, 0.8, 2.5], [-1.4, 1.9, -1.1], [-0.8, 1.3, 0.1], [1.0, 0.5, -2.3], [0.5, -1.2, -0.8], [0.6, -0.8, -0.6], [1.1, -0.6, -0.9], [-1.3, 0.0, -3.0], [1.0, 1.1, 1.0], [0.1, -2.0, 0.4], [0.8, -2.1, 1.2], [-0.1, 0.1, 0.6], [-0.5, 2.1, -1.0], [0.0, 0.3, 1.0]]}


11.
{"formula": "C3H10NO", "method": "ωB97M-V with the def2-TZVPD basis set", "gap_ev": 8.5840, "homo_ha": -0.5260, "relative_energy_kcal_mol": 76.7, "total_charge": 1, "species": ["C", "O", "H", "H", "H", "H", "C", "C", "N", "H", "H", "H", "H", "H", "H"], "xyz": [[0.44549, 0.41706, -2.52011], [0.21811, 1.38276, -1.46687], [-0.41965, -0.26486, -2.58616], [0.75494, 0.89615, -3.44974], [1.25145, -0.20281, -2.09482], [0.26239, 2.26526, -1.77399], [-0.06693, -1.38864, 2.00631], [-0.79171, 0.50925, 1.18814], [0.35322, -0.14176, 1.26398], [0.65555, -2.16640, 1.74526], [-1.10175, -1.71702, 1.74330], [0.11125, -1.09747, 3.04053], [-1.75155, 0.19787, 1.73105], [-1.10907, 0.95447, 0.30546], [1.18827, 0.35613, 0.86766]], "forces_ev_per_angstrom": [[0.4, -0.4, 1.4], [-0.4, -1.3, 0.6], [0.1, 0.7, -0.5], [-0.2, -0.3, 0.1], [0.0, 0.1, -0.8], [0.1, 1.2, -0.7], [2.5, -0.9, 0.7], [-0.5, -2.2, -0.4], [-4.6, 2.2, 0.5], [-0.2, -0.1, 0.1], [1.2, 0.5, 0.2], [-0.5, -0.7, 0.2], [2.0, 0.2, 0.0], [0.7, 2.7, -1.4], [-0.6, -1.6, 0.0]]}


12.
{"formula": "C3H10NO", "method": "ωB97M-V with the def2-TZVPD basis set", "gap_ev": 3.6722, "homo_ha": -0.4576, "relative_energy_kcal_mol": 127.5, "total_charge": 1, "species": ["C", "C", "C", "O", "N", "H", "H", "H", "H", "H", "H", "H", "H", "H", "H"], "xyz": [[-1.88088, 0.60154, 2.19534], [1.03650, 0.03839, -0.92758], [1.82649, -0.70519, -1.86045], [2.87647, 0.20723, -2.31052], [-1.99116, -0.50431, 1.29336], [-1.85151, 0.26912, 3.23234], [-2.64054, 1.38916, 2.13250], [1.49787, 0.45656, -0.03701], [0.07527, 0.43596, -1.25626], [1.41364, -1.08469, -2.78997], [2.35720, -1.51861, -1.34142], [2.39877, 1.04594, -2.40458], [-0.94237, 1.15031, 2.07685], [-1.41507, -0.66744, 0.49884], [-2.76067, -1.11397, 1.49854]], "forces_ev_per_angstrom": [[0.9, 0.8, 0.4], [0.0, 1.2, -0.6], [1.8, -1.3, -1.2], [-1.2, 0.4, 1.6], [-0.5, 0.2, 0.5], [-0.2, -0.1, 0.1], [-0.3, -0.4, -0.3], [0.0, -0.2, 0.1], [-0.3, -0.3, 0.5], [-0.9, -0.2, 0.4], [-0.1, 0.0, 0.0], [0.7, 0.4, -0.6], [0.1, -0.2, -0.2], [-0.2, 0.1, -0.1], [0.2, -0.4, -0.5]]}


| no. | electronic energy (a.u.) |
| --- | --- |
| 1 | -339.21682 |
| 2 | -338.52990 |
| 3 | -414.38768 |
| 4 | -414.39234 |
| 5 | -414.48973 |
| 6 | -414.46887 |
| 7 | -414.47493 |
| 8 | -250.08148 |
| 9 | -249.99047 |
| 10 | -249.98759 |
| 11 | -249.93154 |
| 12 | -249.85066 |